{"formula": "C29H35BrF7N2O6S", "method": "the ωB97M-V functional and the def2-TZVPD basis", "elements": ["C", "C", "C", "C", "O", "C", "C", "Br", "C", "C", "N", "C", "C", "C", "C", "C", "O", "O", "C", "C", "N", "C", "S", "C", "C", "C", "C", "C", "C", "C", "C", "C", "C", "F", "F", "C", "F", "F", "C", "F", "F", "F", "H", "H", "H", "H", "H", "H", "H", "H", "H", "H", "H", "H", "H", "H", "H", "H", "H", "H", "H", "H", "H", "H", "H", "H", "H", "H", "H", "H", "H", "H", "H", "H", "H", "H", "H", "C", "O", "O", "O"], "xyz": [[3.08, 0.25, 3.70], [2.33, -1.01, 4.15], [0.80, -0.87, 4.04], [0.14, -1.83, 3.03], [-0.78, -1.16, 2.14], [-0.77, -1.33, 0.73], [-0.95, -2.87, 0.44], [-2.41, -3.49, 1.65], [-1.36, -3.32, -0.95], [-1.77, -4.80, -1.05], [-2.01, -0.70, 0.34], [-1.98, -0.03, -0.82], [-3.25, 0.58, -1.28], [-3.45, 0.73, -2.79], [-3.51, 2.22, -3.23], [-2.85, 2.54, -4.53], [-2.45, 3.63, -4.80], [-2.75, 1.52, -5.39], [-0.61, -0.01, -1.41], [-0.46, 1.39, -2.04], [-0.63, -0.97, -2.60], [0.11, -0.91, -3.55], [0.74, -0.70, -4.97], [0.24, -0.41, -0.14], [0.75, 0.77, 0.75], [0.11, 2.15, 0.80], [0.76, 3.14, 0.05], [0.33, 4.45, -0.02], [-0.80, 4.83, 0.69], [-1.43, 3.89, 1.49], [-0.99, 2.56, 1.56], [-1.72, 1.66, 2.53], [1.54, -1.23, -0.39], [1.28, -2.40, -1.04], [2.06, -1.58, 0.78], [2.70, -0.57, -1.22], [3.60, -0.09, -0.35], [2.30, 0.47, -1.97], [3.53, -1.58, -2.08], [3.95, -2.56, -1.33], [2.84, -2.05, -3.11], [4.56, -0.91, -2.56], [2.56, 1.16, 3.99], [4.05, 0.27, 4.18], [3.30, 0.24, 2.64], [2.64, -1.24, 5.17], [2.69, -1.83, 3.54], [0.53, 0.16, 3.84], [0.38, -1.09, 5.02], [-0.46, -2.53, 3.61], [0.88, -2.44, 2.54], [-0.10, -3.46, 0.75], [-0.57, -3.19, -1.67], [-2.20, -2.74, -1.31], [-1.24, -5.42, -0.34], [-2.84, -4.94, -0.98], [-1.48, -5.16, -2.04], [-2.86, -0.77, 0.88], [-4.05, -0.06, -0.90], [-3.39, 1.53, -0.76], [-4.39, 0.29, -3.09], [-2.65, 0.25, -3.35], [-4.54, 2.56, -3.29], [-3.03, 2.86, -2.50], [-2.39, 1.90, -6.20], [-0.99, 2.12, -1.44], [-0.93, 1.41, -3.01], [0.55, 1.74, -2.13], [1.77, 1.00, 0.48], [0.86, 0.41, 1.76], [1.64, 2.87, -0.51], [0.87, 5.18, -0.61], [-1.19, 5.84, 0.66], [-2.28, 4.18, 2.08], [-2.49, 1.04, 2.07], [-2.22, 2.28, 3.27], [-1.02, 1.04, 3.07], [5.93, -1.22, 2.34], [5.09, -1.74, 3.13], [6.12, 0.05, 2.31], [6.62, -1.92, 1.53]], "mulliken_charge": [-1.257, -0.655, -0.267, -0.860, -0.345, -0.850, -0.393, -0.139, 0.459, -1.703, 0.065, 0.154, -1.787, -0.904, -0.749, 0.368, -0.607, -0.434, 1.645, -2.116, -0.382, 0.419, -0.353, 2.935, -0.324, -1.040, -0.697, -0.868, -0.900, -0.912, 1.444, -0.634, 0.206, -0.493, -0.045, 0.585, -0.228, -0.216, 0.474, -0.207, -0.238, -0.258, 0.410, 0.437, 0.012, 0.428, 0.356, -0.041, 0.569, 0.543, 0.387, 0.655, -0.081, 0.057, 0.375, 0.386, 0.480, 0.646, 0.570, 0.375, 0.640, 0.416, 0.571, 0.250, 0.359, 0.158, 0.681, 0.194, 1.189, -1.073, 0.507, 0.453, 0.413, 0.455, 0.059, 0.651, -0.183, 0.772, -0.626, -0.650, -0.695], "homo_lumo_gap_ha": 0.0614, "energy_ha": -5358.12605, "charge": -1, "homo_energy_ev": -1.6, "largest_force_ev_per_a": 1.8, "lumo_ev": 0.1}

=====

{"formula": "C7H23BrN7O4", "method": "the ωB97M-V functional and the def2-TZVPD basis", "elements": ["Br", "C", "C", "C", "O", "C", "N", "H", "H", "H", "H", "H", "H", "H", "H", "H", "H", "H", "C", "O", "N", "N", "H", "H", "H", "H", "C", "O", "N", "N", "H", "H", "H", "H", "C", "O", "N", "N", "H", "H", "H", "H"], "xyz": [[-0.40, 0.83, -0.77], [2.71, -2.72, -0.02], [1.64, -1.64, 0.17], [1.92, -0.65, 1.30], [2.08, -1.14, 2.68], [1.15, -1.93, 3.23], [1.40, -0.88, -1.06], [2.98, -3.38, 0.80], [3.64, -2.26, -0.36], [2.43, -3.36, -0.86], [0.76, -2.24, 0.43], [1.05, 0.00, 1.31], [2.86, -0.13, 1.10], [1.59, -2.29, 4.16], [0.96, -2.84, 2.68], [0.20, -1.39, 3.28], [2.17, -0.29, -1.33], [0.58, -0.29, -1.06], [-3.17, -0.77, -2.21], [-2.62, -0.96, -3.27], [-4.43, -1.00, -2.02], [-2.65, -0.42, -1.07], [-4.76, -0.84, -1.08], [-4.90, -1.47, -2.79], [-3.14, -0.41, -0.18], [-1.75, -0.02, -1.28], [0.00, 3.59, -2.43], [0.15, 4.69, -2.96], [-0.31, 3.47, -1.19], [0.38, 2.45, -2.90], [-0.68, 2.57, -0.91], [-0.24, 4.35, -0.70], [0.71, 2.31, -3.84], [0.47, 1.75, -2.17], [-0.28, 0.89, 2.48], [-0.18, 0.76, 3.70], [0.39, 1.63, 1.72], [-1.05, 0.15, 1.73], [1.08, 2.27, 2.09], [0.21, 1.58, 0.73], [-1.09, 0.35, 0.74], [-1.85, -0.31, 2.14]], "mulliken_charge": [-1.279, -1.669, 0.501, -1.957, -0.425, -0.608, -0.854, 0.306, 0.348, 0.401, 0.252, 1.317, 0.332, 0.279, 0.235, 0.190, 0.299, 0.522, 0.681, -0.692, -0.411, -0.181, 0.155, 0.252, 0.168, 0.328, 0.329, -0.758, -0.372, -0.236, 0.416, 0.152, 0.145, 0.390, -0.073, -0.761, -0.123, 0.024, 0.166, 0.557, 0.463, 0.191], "homo_lumo_gap_ha": 0.2918, "energy_ha": -3538.65094, "charge": -1, "homo_energy_ev": -5.1, "largest_force_ev_per_a": 7.7, "relative_energy_kcal_mol": 246.7, "lumo_ev": 2.8}

=====

{"formula": "C6H15N", "method": "the ωB97M-V functional and the def2-TZVPD basis", "elements": ["C", "C", "C", "C", "C", "C", "N", "H", "H", "H", "H", "H", "H", "H", "H", "H", "H", "H", "H", "H", "H", "H"], "xyz": [[0.68, -0.55, -2.57], [0.39, 0.32, -1.33], [-0.24, -0.37, -0.12], [0.83, -1.29, 0.50], [-0.90, 0.65, 0.82], [0.11, 1.49, 1.60], [-1.84, 0.07, 1.77], [0.67, 0.13, -3.43], [-0.15, -1.24, -2.73], [1.61, -1.09, -2.50], [-0.14, 1.24, -1.56], [1.37, 0.74, -1.03], [-1.06, -1.01, -0.47], [1.72, -0.69, 0.64], [0.57, -1.63, 1.51], [0.88, -2.23, -0.04], [-1.48, 1.26, 0.11], [-0.38, 2.24, 2.22], [0.76, 0.79, 2.13], [0.70, 2.12, 0.93], [-2.68, -0.23, 1.29], [-1.40, -0.70, 2.26]], "mulliken_charge": [-1.338, -0.649, 0.681, -1.709, -0.063, -1.409, -0.670, 0.377, 0.316, 0.319, 0.446, 0.287, 0.282, 0.394, 0.408, 0.384, 0.399, 0.394, 0.289, 0.338, 0.270, 0.255], "homo_lumo_gap_ha": 0.3743, "energy_ha": -292.34990, "charge": 0, "homo_energy_ev": -9.1, "largest_force_ev_per_a": 1.8, "relative_energy_kcal_mol": 12.0, "lumo_ev": 1.1}